No. 1
CH3NO3P | ωB97M-V with the def2-TZVPD basis set

Each line ends with the natural charge from an NBO analysis.
Cartesian coordinates (Å):
C -0.94 -0.20 0.47  0.522
N 0.32 -0.66 0.44  -0.858
O 3.36 2.96 -1.52  -1.147
O -1.83 -0.64 1.19  -0.680
O 2.52 0.72 -1.00  -1.208
P 3.61 1.50 -1.68  1.387
H -1.16 0.70 -0.22  0.100
H 0.34 -1.38 1.20  0.392
H 1.05 0.06 0.03  0.492

The HOMO-LUMO gap is 8.53 eV. As for the total energy: -18010.3641 eV. The energy above the lowest of the compared OMol25 structures with the same formula, charge and spin is 19.0 kJ/mol. The value obtained for the highest occupied orbital energy is -4.6 eV. The LUMO energy comes out at 0.14512 hartree. As for the net charge: -1.


No. 2
C23H19AlCl2N5OS2 | ωB97M-V with the def2-TZVPD basis set

Each line ends with the natural charge from an NBO analysis.
Cartesian coordinates (Å):
Al 0.35 -0.96 0.49  1.814
C 0.95 -5.20 3.42  -0.755
S -0.36 -4.06 3.87  0.386
C -0.03 -2.66 2.89  -0.050
S 1.34 -2.61 1.77  -0.329
N -0.84 -1.66 3.08  -0.346
N -0.49 -0.63 2.26  -0.362
C -0.54 0.58 2.64  0.139
C 0.12 1.54 1.73  0.190
C 0.07 2.90 1.94  -0.204
C 0.78 3.74 1.10  -0.103
C 1.52 3.18 0.07  -0.236
C 1.53 1.81 -0.08  0.099
N 0.85 0.99 0.73  -0.587
H 0.76 -6.08 4.04  0.250
H 0.91 -5.48 2.38  0.235
H 1.93 -4.80 3.68  0.235
H -0.93 0.88 3.60  0.229
H -0.52 3.29 2.76  0.245
H 0.75 4.81 1.24  0.244
H 2.11 3.79 -0.60  0.248
H 2.11 1.33 -0.86  0.232
Cl -1.07 -1.07 -3.42  0.000
C -2.13 -0.06 -2.48  -0.115
C -3.10 0.66 -3.20  -0.218
C -3.98 1.44 -2.54  -0.027
Cl -5.18 2.31 -3.43  0.031
C -3.93 1.55 -1.12  -0.110
C -4.84 2.33 -0.37  -0.119
C -4.73 2.37 0.99  -0.254
C -3.70 1.63 1.59  0.063
N -2.83 0.90 0.94  -0.437
C -2.94 0.83 -0.41  0.106
C -2.01 -0.01 -1.11  0.384
O -1.11 -0.74 -0.46  -0.939
H -3.14 0.57 -4.28  0.249
H -5.61 2.88 -0.89  0.240
H -5.41 2.95 1.59  0.234
H -3.59 1.66 2.68  0.189
N 1.22 -1.77 -1.16  -0.945
C 2.54 -1.31 -1.58  0.199
C 2.64 -0.30 -2.52  -0.305
C 3.89 0.16 -2.89  -0.174
C 5.04 -0.39 -2.32  -0.210
C 4.92 -1.41 -1.39  -0.172
C 3.68 -1.88 -1.02  -0.269
H 1.28 -2.76 -0.92  0.426
H 0.57 -1.67 -1.94  0.443
H 1.74 0.09 -2.98  0.233
H 3.98 0.94 -3.64  0.229
H 6.01 -0.03 -2.61  0.232
H 5.81 -1.85 -0.96  0.232
H 3.59 -2.69 -0.30  0.229

The HOMO-LUMO gap is 6.67 eV. As for the total energy: -86969.0609 eV. The energy above the lowest of the compared OMol25 structures with the same formula, charge and spin is 155.5 kJ/mol. The value obtained for the highest occupied orbital energy is -10.7 eV. The LUMO energy comes out at -0.14630 hartree. As for the net charge: +1.


No. 3
C3H3O2 | ωB97M-V with the def2-TZVPD basis set

Each line ends with the natural charge from an NBO analysis.
Cartesian coordinates (Å):
C -0.36 0.05 -0.06  0.724
C -0.06 -1.19 0.06  -0.533
C 0.21 2.37 0.56  0.662
O -0.48 1.19 -0.32  -0.447
O 1.06 2.15 1.28  -0.326
H 0.83 -1.14 -0.62  0.334
H -0.59 -2.06 0.41  0.330
H -0.52 3.24 0.36  0.255

The HOMO-LUMO gap is 10.57 eV. As for the total energy: -7243.5135 eV. The energy above the lowest of the compared OMol25 structures with the same formula, charge and spin is 205.7 kJ/mol. The value obtained for the highest occupied orbital energy is -16.3 eV. The LUMO energy comes out at -0.20881 hartree. As for the net charge: +1.